1.
A structure of composition C9H18N2O4 at a distorted geometry. Source: OMol25; level of theory: ωB97M-V/def2-TZVPD.

CARTESIAN COORDINATES (ANGSTROEM)
C 1.5885 0.6098 -0.5782
C 0.3772 -0.1474 -1.0285
C 2.7899 -0.2534 -0.4486
C 3.9019 0.7034 -0.2984
C 2.6184 -1.3344 0.6136
C -2.1041 0.1448 -0.7424
C -2.9907 1.2299 -0.2429
C -2.5074 -1.1863 -0.0668
C -2.3183 -1.2470 1.4499
H 1.7462 1.0508 1.5212
H 1.6889 2.5821 0.2286
H 1.8006 1.4964 -1.2935
H 3.0179 -0.6846 -1.4851
H 4.8476 0.1212 0.2626
H 3.6308 1.6319 0.4766
H 4.1220 1.1900 -1.1983
H 3.4220 -2.0282 0.8226
H 2.4714 -0.7676 1.5735
H 1.7385 -1.9869 0.4823
H -0.3765 1.3077 -0.0948
H -2.2447 -0.2285 -1.7529
H -1.7762 -1.9471 -0.4536
H -4.5981 -1.1170 -0.3423
H -1.5880 -0.2727 1.5712
H -3.5358 -1.0928 1.8972
H -1.6092 -2.3423 1.9527
H -4.6500 1.9953 -0.1612
N 1.3662 1.4743 0.5183
N -0.7614 0.4657 -0.5687
O 0.3927 -1.1226 -1.7074
O -2.4529 2.2949 0.2387
O -3.7252 -1.6461 -0.6181
O -4.2823 1.1067 -0.5272

The HOMO-LUMO gap comes out at 9.5 eV. The value obtained for the LUMO energy is 0.40 eV. The value obtained for the HOMO energy is -9.1 eV.



2.
The ion C9H18N3 with charge +1 at a distorted geometry. Source: OMol25; level of theory: ωB97M-V/def2-TZVPD.

CARTESIAN COORDINATES (ANGSTROEM)
C 1.5447 1.1254 0.4114
C 1.9620 -1.0971 0.1536
C 1.6987 2.4137 0.1808
C 0.2780 0.3583 0.6665
C -4.3803 -0.7025 0.2484
C 3.8114 0.3412 -0.5303
C -0.8706 0.7336 -0.2796
C -3.3914 0.2789 -0.1892
C -2.0074 -0.2272 -0.0984
N 2.5380 0.0901 0.1532
N 0.6927 -1.0157 0.4453
N 2.5276 -2.2432 -0.2734
H 2.6083 3.0481 0.0616
H 0.9846 3.0746 0.5099
H 0.0719 0.4093 1.7852
H -5.3604 -0.6799 -0.3466
H -4.6502 -0.7519 1.2725
H -3.9714 -1.5978 -0.0837
H 4.5802 0.9574 0.0550
H 4.3994 -0.5870 -0.6761
H 3.5673 0.6821 -1.5309
H -1.2882 1.7934 -0.1528
H -0.4248 0.8274 -1.3535
H -3.4349 1.1427 0.3638
H -3.5778 0.5346 -1.2000
H -1.8000 -0.5809 0.9239
H -1.8758 -1.1730 -0.7608
H 0.0385 -1.6707 0.6289
H 3.5312 -2.3217 -0.4057
H 2.1984 -3.1624 0.0210

The HOMO-LUMO gap (alpha / beta) comes out at 6.2 / 8.1 eV. The value obtained for the LUMO energy (alpha / beta) is -2.69 / -6.01 eV. The value obtained for the HOMO energy (alpha / beta) is -8.9 / -14.1 eV. As for the total charge: +1. As for the spin multiplicity: 3.



Energy relative to the best compared isomer or geometry (same formula, charge and spin) (computed, eV): 6.487 0.406